{"formula": "C76H209N19O19", "method": "ωB97M-V/def2-TZVPD", "e_lumo_ev": 0.47, "total_charge": 0, "energy_ha": -5490.4581, "homo_ev": -8.2, "species": ["C", "C", "C", "O", "C", "N", "H", "H", "H", "H", "H", "H", "H", "H", "H", "H", "H", "C", "C", "C", "O", "C", "N", "H", "H", "H", "H", "H", "H", "H", "H", "H", "H", "H", "C", "C", "C", "O", "C", "N", "H", "H", "H", "H", "H", "H", "H", "H", "H", "H", "H", "C", "C", "C", "O", "C", "N", "H", "H", "H", "H", "H", "H", "H", "H", "H", "H", "H", "C", "C", "C", "O", "C", "N", "H", "H", "H", "H", "H", "H", "H", "H", "H", "H", "H", "C", "C", "C", "O", "C", "N", "H", "H", "H", "H", "H", "H", "H", "H", "H", "H", "H", "C", "C", "C", "O", "C", "N", "H", "H", "H", "H", "H", "H", "H", "H", "H", "H", "H", "C", "C", "C", "O", "C", "N", "H", "H", "H", "H", "H", "H", "H", "H", "H", "H", "H", "C", "C", "C", "O", "C", "N", "H", "H", "H", "H", "H", "H", "H", "H", "H", "H", "H", "C", "C", "C", "O", "C", "N", "H", "H", "H", "H", "H", "H", "H", "H", "H", "H", "H", "C", "C", "C", "O", "C", "N", "H", "H", "H", "H", "H", "H", "H", "H", "H", "H", "H", "C", "C", "C", "O", "C", "N", "H", "H", "H", "H", "H", "H", "H", "H", "H", "H", "H", "C", "C", "C", "O", "C", "N", "H", "H", "H", "H", "H", "H", "H", "H", "H", "H", "H", "C", "C", "C", "O", "C", "N", "H", "H", "H", "H", "H", "H", "H", "H", "H", "H", "H", "C", "C", "C", "O", "C", "N", "H", "H", "H", "H", "H", "H", "H", "H", "H", "H", "H", "C", "C", "C", "O", "C", "N", "H", "H", "H", "H", "H", "H", "H", "H", "H", "H", "H", "C", "C", "C", "O", "C", "N", "H", "H", "H", "H", "H", "H", "H", "H", "H", "H", "H", "C", "C", "C", "O", "C", "N", "H", "H", "H", "H", "H", "H", "H", "H", "H", "H", "H", "C", "C", "C", "O", "C", "N", "H", "H", "H", "H", "H", "H", "H", "H", "H", "H", "H"], "coordinates": [[-7.999770, 4.767698, 32.134616], [-7.921655, 5.813320, 33.241580], [-8.769679, 5.475513, 34.408855], [-10.207062, 5.597297, 34.104846], [-10.559069, 6.992346, 34.005694], [-6.522168, 5.750456, 33.677201], [-8.936654, 4.736117, 31.627010], [-7.814492, 3.756600, 32.464596], [-7.232622, 5.023599, 31.372874], [-8.135290, 6.815893, 32.844457], [-8.533049, 6.107081, 35.250076], [-8.679945, 4.459041, 34.789612], [-10.462526, 7.381158, 32.985016], [-9.939226, 7.570550, 34.712794], [-11.588656, 7.071575, 34.278253], [-5.860128, 5.800910, 32.858981], [-6.309610, 6.507766, 34.369733], [3.082688, 7.510027, 32.523741], [3.025127, 7.546696, 30.992091], [4.324648, 7.135435, 30.309026], [5.257825, 8.114834, 30.632213], [6.582217, 7.888855, 30.253268], [1.907689, 6.699712, 30.590570], [3.208534, 6.488996, 32.904514], [2.133347, 7.856207, 32.986176], [3.878672, 8.116456, 32.888476], [2.873483, 8.552138, 30.598634], [4.149912, 7.205595, 29.253208], [4.725061, 6.118255, 30.525581], [6.998327, 6.934854, 30.675314], [7.136101, 8.781639, 30.622935], [6.818785, 7.801541, 29.202117], [1.973273, 5.673665, 30.833247], [1.574919, 6.873625, 29.632651], [4.194979, -0.636853, 31.382514], [4.738868, 0.492446, 30.407730], [4.795431, 1.834557, 31.182318], [3.419928, 2.172235, 31.440190], [3.272014, 3.442561, 32.090868], [6.005230, 0.113190, 29.899141], [4.537999, -1.603394, 31.022434], [3.076053, -0.586957, 31.488475], [4.416342, -0.499974, 32.485428], [3.975117, 0.617733, 29.601761], [5.249173, 2.610763, 30.529207], [5.364624, 1.762508, 32.082531], [3.712984, 4.300643, 31.469357], [3.744058, 3.364127, 33.067782], [2.202406, 3.620681, 32.108751], [6.553921, 0.763304, 29.348488], [6.658085, -0.158053, 30.619347], [-11.773964, 11.271104, 37.679627], [-10.422252, 10.836190, 37.300440], [-10.177448, 9.372127, 37.684793], [-8.785931, 9.091785, 37.929052], [-8.586834, 7.698430, 38.148808], [-10.113676, 11.268587, 35.928140], [-11.922770, 12.166972, 37.137121], [-11.824056, 11.442539, 38.760999], [-12.565446, 10.561375, 37.417247], [-9.702944, 11.307646, 37.954225], [-10.668547, 8.646198, 36.987742], [-10.685546, 9.248241, 38.663261], [-8.911986, 7.403325, 39.170363], [-7.526597, 7.475439, 38.075804], [-9.075687, 7.125554, 37.392574], [-10.806842, 10.872425, 35.272276], [-9.207593, 10.804897, 35.698451], [-5.448599, 9.515514, 33.462297], [-6.067873, 9.698639, 34.836911], [-6.114512, 11.090584, 35.454340], [-4.761925, 11.559994, 35.473810], [-4.716117, 12.730659, 36.288649], [-7.378415, 9.061179, 34.911529], [-6.196202, 9.817794, 32.680953], [-5.279755, 8.450088, 33.212164], [-4.509082, 10.064254, 33.269979], [-5.350321, 9.183328, 35.522489], [-6.540969, 10.853601, 36.419911], [-6.766868, 11.744854, 34.909612], [-5.431596, 13.504310, 35.859704], [-3.739646, 13.239402, 36.252799], [-5.041693, 12.605167, 37.355051], [-7.694590, 9.283003, 35.858795], [-7.917222, 9.401334, 34.101774], [0.971046, -2.269368, 29.334533], [-0.264837, -1.803000, 30.197617], [0.257577, -1.264892, 31.514006], [0.940257, -2.201260, 32.284836], [0.029318, -3.068094, 32.965852], [-1.160416, -0.726677, 29.571830], [1.691145, -1.418133, 29.330654], [0.679683, -2.492315, 28.300564], [1.634313, -3.071593, 29.737267], [-0.805674, -2.735068, 30.351221], [-0.582251, -0.876888, 32.159130], [1.036747, -0.493123, 31.285434], [-0.399930, -2.522578, 33.825946], [0.548885, -3.898773, 33.451572], [-0.798687, -3.412622, 32.340004], [-1.333185, -1.097737, 28.583490], [-0.522530, 0.097624, 29.415995], [0.818897, 0.374950, 36.152385], [-0.496300, 0.861843, 36.762790], [-1.356299, -0.273713, 37.292594], [-2.733067, 0.018928, 37.500842], [-3.516807, -0.145077, 36.374296], [-0.234238, 2.004232, 37.607390], [0.629680, -0.286995, 35.338633], [1.398007, -0.280391, 36.825025], [1.423938, 1.189667, 35.791369], [-1.127298, 1.150439, 35.905442], [-0.928271, -0.596169, 38.204346], [-1.311892, -1.028331, 36.491346], [-4.526445, 0.237278, 36.702760], [-3.686396, -1.238070, 36.145053], [-3.208947, 0.434239, 35.493705], [-1.091585, 2.569147, 37.618123], [0.541987, 2.545118, 37.270876], [-3.819260, 5.799677, 37.192520], [-4.324815, 4.480606, 37.727216], [-5.778170, 4.454581, 37.430240], [-6.416386, 3.391566, 38.122623], [-7.803760, 3.593591, 38.137954], [-3.520540, 3.399551, 37.296728], [-4.116744, 6.014466, 36.181501], [-2.710769, 5.817870, 37.247724], [-4.111159, 6.602189, 37.843042], [-4.255814, 4.505952, 38.813007], [-6.013002, 4.562823, 36.396222], [-6.113438, 5.401191, 37.840394], [-8.240407, 2.789927, 38.743742], [-8.183893, 3.501504, 37.106606], [-8.021458, 4.550398, 38.646451], [-3.430762, 3.335682, 36.246430], [-3.692745, 2.480223, 37.659550], [-3.009795, 5.929739, 28.683535], [-4.248144, 6.416838, 29.437710], [-5.560962, 5.882658, 28.869405], [-5.775441, 6.368493, 27.560118], [-7.115591, 6.397970, 27.154631], [-4.155339, 6.101658, 30.916146], [-2.151966, 6.132702, 29.272058], [-2.917078, 6.401751, 27.647715], [-3.118316, 4.834753, 28.497370], [-4.271482, 7.513468, 29.324002], [-6.334509, 6.290954, 29.540958], [-5.441422, 4.803817, 28.887385], [-7.698050, 5.758339, 27.806063], [-7.219047, 6.189900, 26.079339], [-7.486037, 7.422496, 27.346843], [-3.404845, 6.624220, 31.376853], [-3.907293, 5.139949, 30.908991], [-9.763108, 1.806380, 32.335024], [-10.186816, 0.413307, 32.831632], [-9.586210, 0.256324, 34.230329], [-8.194998, -0.166310, 34.128757], [-7.749739, -0.817532, 35.237535], [-11.658222, 0.363331, 32.931015], [-8.637366, 1.927616, 32.403347], [-10.221717, 2.574212, 32.936741], [-9.885162, 2.026820, 31.262623], [-9.786649, -0.480893, 32.271888], [-10.174496, -0.440324, 34.786836], [-9.624111, 1.166029, 34.801374], [-6.703923, -1.110590, 35.008851], [-8.221155, -1.717528, 35.538727], [-7.673791, -0.151048, 36.107846], [-12.009100, -0.481399, 32.572320], [-11.962261, 1.052034, 32.247024], [-12.018454, 1.503185, 37.611646], [-12.229168, 2.687782, 36.678285], [-11.997393, 4.071600, 37.419142], [-12.988739, 4.225187, 38.451469], [-12.860162, 5.326442, 39.380985], [-11.261505, 2.652984, 35.510015], [-12.552470, 1.667360, 38.576512], [-10.917102, 1.404975, 37.775975], [-12.410273, 0.574497, 37.101650], [-13.236368, 2.648987, 36.273630], [-12.078720, 4.888445, 36.641850], [-10.956749, 4.063056, 37.804989], [-13.770148, 5.349838, 39.999121], [-12.934231, 6.300297, 38.892586], [-11.891655, 5.268851, 39.918253], [-11.393017, 3.532188, 35.009380], [-11.649369, 1.953654, 34.859804], [-1.612615, 5.653834, 34.410043], [-0.837875, 5.880920, 33.145678], [-1.009013, 4.627503, 32.221131], [-0.541145, 3.498300, 32.927685], [-0.843381, 2.211171, 32.374229], [-1.352811, 7.051678, 32.361468], [-2.674812, 5.642576, 34.189291], [-1.539915, 6.506737, 35.085703], [-1.305099, 4.718936, 34.951980], [0.274160, 5.895238, 33.361302], [-0.478964, 4.821883, 31.286809], [-2.024236, 4.419018, 31.809741], [-0.462597, 1.392293, 33.043388], [-0.452010, 2.033730, 31.398485], [-1.936797, 2.124830, 32.291970], [-0.672383, 7.349397, 31.657715], [-1.427292, 7.821007, 33.006682], [-5.953079, -1.280747, 39.677255], [-6.151898, 0.234001, 39.561351], [-7.218048, 0.704173, 40.566443], [-8.509086, 0.421175, 40.136036], [-9.475120, 1.144458, 40.832840], [-4.919861, 0.937534, 39.885206], [-5.281677, -1.567418, 38.816650], [-6.855374, -1.847305, 39.545897], [-5.377509, -1.582984, 40.564425], [-6.415361, 0.513033, 38.494888], [-7.135805, 1.807419, 40.733296], [-6.929691, 0.064370, 41.434960], [-9.553757, 2.160423, 40.521943], [-9.187644, 1.118285, 41.888279], [-10.417798, 0.667571, 40.678299], [-5.068606, 1.933478, 39.678788], [-4.175337, 0.464688, 39.394000], [-5.874030, 0.785282, 22.769991], [-5.049777, -0.440109, 23.306627], [-5.114394, -0.597629, 24.857067], [-4.620962, 0.527657, 25.461112], [-4.774785, 0.485116, 26.886037], [-5.405642, -1.697229, 22.693989], [-5.709123, 1.009132, 21.745866], [-5.631054, 1.686563, 23.299339], [-6.949909, 0.686462, 22.996042], [-3.937773, -0.265882, 23.105075], [-4.533798, -1.475041, 25.164202], [-6.117706, -0.903451, 25.244070], [-5.746838, 0.139385, 27.195847], [-4.595572, 1.482741, 27.347427], [-4.009925, -0.173227, 27.371433], [-6.226532, -2.040685, 23.177749], [-5.818689, -1.539772, 21.741898], [-9.143189, 2.571480, 26.963096], [-8.509091, 1.201025, 26.679406], [-8.780220, 0.207724, 27.817966], [-8.075261, 0.597011, 29.002201], [-8.105803, -0.353850, 30.027299], [-8.854204, 0.595645, 25.399738], [-8.900372, 2.953095, 27.962744], [-10.195413, 2.483250, 26.894611], [-8.926464, 3.339756, 26.220804], [-7.392121, 1.326572, 26.605720], [-8.395210, -0.774464, 27.517945], [-9.856839, 0.203001, 28.059823], [-9.182641, -0.659811, 30.248289], [-7.614061, 0.075135, 30.879498], [-7.617891, -1.283468, 29.685239], [-9.818082, 0.641135, 25.208116], [-8.322647, 1.041100, 24.631132], [1.511104, 3.987959, 27.377657], [0.448844, 3.236894, 28.215869], [-0.685689, 2.637017, 27.437877], [-1.173650, 3.478796, 26.405015], [-2.428077, 3.160417, 25.945511], [0.870424, 2.119656, 29.141887], [2.187053, 4.497685, 28.073860], [0.927634, 4.657272, 26.753688], [2.084087, 3.227588, 26.728768], [0.007382, 3.981113, 28.894392], [-1.373093, 2.386713, 28.254982], [-0.332599, 1.695047, 26.980964], [-2.517930, 3.725662, 25.017416], [-3.169870, 3.523165, 26.624732], [-2.545344, 2.093366, 25.731833], [1.154251, 1.332367, 28.601673], [1.632809, 2.372292, 29.766471], [-5.940688, -2.776344, 31.845527], [-4.604534, -2.610567, 31.148167], [-4.893132, -2.146892, 29.737261], [-5.601359, -3.130519, 29.041785], [-5.622315, -3.030048, 27.654161], [-3.930908, -1.637440, 31.923308], [-6.479832, -3.645765, 31.556496], [-6.494780, -1.855871, 31.755260], [-5.773049, -2.954169, 32.905715], [-4.035860, -3.547819, 31.130176], [-3.976148, -1.974926, 29.100701], [-5.417191, -1.195619, 29.806815], [-6.251997, -2.206820, 27.220539], [-6.008875, -3.951233, 27.288710], [-4.657151, -2.828269, 27.251774], [-4.552923, -0.856912, 32.091338], [-3.148230, -1.241846, 31.463402], [2.447479, -0.407304, 25.570193], [1.504188, -1.037057, 24.610413], [0.368924, -1.805480, 25.395384], [-0.526774, -0.848858, 25.976864], [-1.888400, -0.891233, 25.604741], [1.036011, -0.081105, 23.609091], [3.236312, 0.064688, 24.993415], [2.809983, -1.203209, 26.181128], [1.885201, 0.334428, 26.147005], [2.047254, -1.844428, 24.097505], [0.913900, -2.426318, 26.112766], [-0.109276, -2.539566, 24.730963], [-2.191007, 0.134891, 25.640172], [-2.484367, -1.445598, 26.295214], [-1.966199, -1.182626, 24.573057], [0.229177, -0.532181, 23.179304], [0.740676, 0.826663, 23.941935], [-6.330973, 2.373790, 34.665577], [-5.050101, 2.052184, 33.785639], [-5.374407, 2.074972, 32.280399], [-4.442201, 1.352716, 31.530848], [-4.482726, 1.729056, 30.158669], [-4.105563, 3.027145, 34.184352], [-7.058387, 1.645627, 34.505405], [-6.736942, 3.396470, 34.363782], [-6.101337, 2.370898, 35.745883], [-4.674458, 1.034180, 33.981696], [-5.415891, 3.151050, 32.097964], [-6.408504, 1.635213, 32.090406], [-3.693452, 1.208279, 29.684545], [-4.379028, 2.846663, 30.004456], [-5.482546, 1.493730, 29.809034], [-4.635223, 3.943333, 34.229918], [-3.348949, 3.188718, 33.459152]], "atomic_forces_ev_per_a": [[0.6, 0.6, -0.8], [1.5, -0.7, -0.9], [-2.2, -0.4, 0.3], [1.2, 1.0, 0.2], [0.6, -0.8, 0.1], [1.3, 0.8, 0.4], [-0.9, 0.2, -0.3], [0.3, 0.0, 0.4], [-0.4, -0.2, 0.3], [-0.4, -0.2, 0.1], [0.1, 0.6, 0.4], [0.3, -0.2, -0.4], [0.2, 0.0, 0.1], [-0.2, 0.0, -0.3], [-0.8, 0.1, 0.3], [-0.9, 0.3, 1.1], [-0.2, -0.7, -1.1], [-0.9, -0.1, -0.1], [-0.2, -1.3, 0.5], [0.3, -0.2, 0.2], [0.6, 0.5, 0.3], [1.2, 0.0, 1.0], [-0.9, -0.8, -0.4], [0.2, 0.0, -0.3], [0.5, 0.0, -0.5], [0.7, 0.4, 0.4], [-0.4, 0.1, 0.3], [-0.2, -0.4, -1.0], [-0.4, 0.4, 0.2], [-0.3, 0.8, 0.2], [-0.1, -0.9, -0.1], [-0.6, 0.2, -0.8], [0.1, 1.8, -0.6], [0.4, -0.5, 0.7], [-1.0, 1.2, 0.7], [-1.3, 0.3, 1.8], [-1.6, 0.0, -1.9], [0.7, 0.8, 0.1], [0.5, 0.0, -1.5], [1.6, -0.8, -0.6], [-0.2, -0.1, 0.1], [1.0, -0.3, -0.8], [0.7, 0.0, -1.3], [0.7, -0.1, 0.3], [-0.1, -0.2, 0.3], [0.4, -0.2, 0.9], [-0.2, -1.2, 0.8], [-0.2, 0.5, 0.2], [-0.2, 0.0, 0.6], [-0.7, 0.4, -0.2], [-0.2, -0.3, 0.4], [-1.0, -0.4, 0.9], [1.6, -1.1, -0.1], [-0.5, -0.4, 0.7], [-0.6, -0.1, -1.0], [0.5, 0.6, 1.0], [0.8, -1.4, -0.3], [-0.6, 1.2, -0.2], [-0.2, 0.1, -0.2], [0.1, 0.0, -0.1], [0.3, 0.7, 0.1], [0.6, 0.4, 0.2], [0.0, -0.1, -0.3], [-0.1, 0.1, -0.6], [0.2, 0.2, 0.0], [-0.6, -0.6, -0.5], [0.4, 0.2, 0.4], [-0.9, 0.7, -0.1], [-0.7, 0.1, -1.5], [1.6, -0.9, 0.4], [1.3, -1.4, -1.2], [-0.9, 0.8, 1.3], [-0.9, 1.6, -0.4], [0.8, 0.0, -0.3], [0.6, 0.1, 0.4], [0.0, 0.4, 0.5], [-0.5, -0.1, 0.4], [-0.6, -0.1, -0.2], [0.1, 0.7, 0.8], [-0.4, 0.7, -0.4], [0.6, -0.8, 0.4], [-0.1, -0.7, 0.0], [0.4, -0.4, -0.8], [-1.0, -0.2, -0.6], [-0.3, -0.1, 1.1], [0.6, 1.3, 0.2], [0.7, -0.2, -0.9], [-0.3, 1.0, 0.5], [0.1, -1.5, 0.4], [0.1, 0.6, 1.0], [1.7, -1.4, -1.4], [-0.4, -0.2, -0.4], [0.1, 0.0, 0.3], [-1.1, 0.2, 0.0], [-0.7, 0.3, 0.2], [0.6, 0.2, -0.8], [-1.0, -0.1, 0.2], [-0.2, 0.1, -0.3], [0.2, 0.0, -0.6], [0.2, -0.1, 0.0], [0.2, 0.9, 1.6], [-0.9, -0.8, 0.2], [-0.2, -1.1, 1.0], [-0.2, 0.5, -1.8], [0.2, 0.2, -0.8], [1.2, 0.5, 0.8], [-2.4, -0.5, 0.0], [-1.3, -0.3, 0.9], [-0.3, -0.4, -1.0], [0.0, 0.6, 0.2], [0.2, 0.3, 0.0], [0.2, 0.5, -0.3], [0.2, -0.8, 1.1], [0.2, -0.3, 0.4], [0.8, -0.2, -0.6], [0.5, 0.9, -0.1], [0.2, -0.2, 0.1], [0.6, 0.1, 0.3], [0.0, 0.2, -0.2], [1.9, 0.1, 0.6], [0.2, 0.1, 0.4], [-0.5, 0.2, 1.4], [0.5, 0.2, -0.5], [-0.2, -0.6, 0.3], [1.6, -0.6, -2.4], [-0.2, 0.0, -0.5], [-0.5, -0.2, -0.3], [-0.5, 0.5, 0.2], [0.1, 0.1, 0.3], [-0.3, -0.7, -1.2], [-0.6, 0.4, 0.4], [0.0, 0.1, -0.2], [-0.3, 0.4, 0.3], [-0.2, -0.1, -0.5], [-0.4, 0.0, 1.5], [-0.5, -0.2, 0.3], [-1.3, -0.5, -2.0], [0.6, 1.2, 0.5], [0.5, 1.1, 0.6], [1.1, -0.4, -0.2], [-0.3, 1.1, 0.4], [-1.0, 0.8, -1.5], [1.0, 0.1, 0.4], [-0.1, -0.5, 1.4], [0.4, 0.5, 0.3], [-0.1, -0.2, 0.2], [-0.1, -0.6, -0.1], [-0.7, -0.6, 0.0], [-0.4, -0.5, -0.3], [0.1, -0.2, 0.5], [-0.1, -0.2, -0.3], [0.0, -0.2, -0.4], [0.4, -1.0, 0.6], [2.1, -0.7, -1.1], [0.8, -0.3, 0.4], [1.1, -0.2, -0.4], [-2.2, 0.3, -1.6], [2.9, 0.4, 1.1], [0.6, 1.8, -0.2], [-1.2, -0.3, 0.4], [-0.2, 0.3, 0.2], [-0.6, -0.3, 0.2], [-0.3, 1.2, 0.1], [-0.3, -1.0, 0.4], [0.0, 0.6, 0.1], [-0.4, 0.1, 0.2], [-1.2, -0.9, 0.0], [-0.2, 0.0, 0.1], [-0.5, -1.5, -0.2], [-0.4, 0.0, 0.2], [0.2, -0.4, -0.3], [0.8, 1.2, 0.0], [-0.5, -0.4, -0.7], [0.4, 0.4, 0.0], [0.1, -0.4, -1.0], [-1.2, -0.1, 0.6], [0.4, -0.2, -0.7], [-0.8, -0.1, 0.1], [0.5, 0.8, 0.7], [-0.4, 0.3, 0.2], [0.0, -0.5, 0.8], [-0.4, 0.1, 0.1], [0.6, -0.7, 0.2], [0.4, 0.1, -0.5], [-0.7, 0.0, 0.1], [0.2, 0.1, 0.0], [0.4, 0.1, 0.3], [-0.1, 0.0, 0.9], [0.4, -1.2, -1.6], [-0.3, -0.1, -0.1], [0.6, -0.4, -0.1], [-0.8, 0.0, 1.2], [0.6, -0.7, 0.6], [-0.3, -0.4, -0.2], [0.4, 0.0, 0.2], [-0.3, 0.9, -0.6], [-1.0, 0.4, -0.2], [0.7, -0.1, -0.2], [0.0, 0.4, 0.9], [-0.3, 1.1, -0.4], [0.6, 0.2, -0.9], [0.1, -0.3, 0.0], [0.0, -0.3, 0.2], [-0.1, 0.4, 0.2], [1.8, 0.2, -1.6], [-0.6, 0.4, -0.7], [1.2, 0.0, -0.2], [-0.2, -0.5, -1.0], [0.6, -0.8, 1.0], [-0.6, -0.1, 0.7], [-0.6, 0.1, 0.7], [-0.5, -0.2, 0.2], [-0.5, 0.3, 0.1], [-0.4, -0.5, 0.9], [0.3, -0.7, 0.2], [-0.5, 1.0, 0.3], [0.1, 1.1, -0.4], [-0.5, 0.2, 0.2], [-0.7, -0.3, 0.0], [0.7, -0.7, -0.3], [0.5, 0.7, -0.2], [-0.2, -0.7, 1.9], [1.0, 1.4, 0.3], [-0.7, -1.6, -0.9], [-0.1, 1.4, 1.5], [1.4, 0.4, 0.4], [-1.2, -0.3, -1.3], [0.1, -0.2, -1.1], [0.6, 0.5, 0.4], [0.3, -0.5, -0.4], [-1.4, 0.1, 0.1], [0.4, -0.2, -0.4], [0.0, 0.7, -0.5], [-0.5, -0.2, 0.0], [-0.2, -0.5, -0.8], [-0.5, 0.2, -0.5], [-0.1, -0.3, 0.3], [0.9, 0.0, 1.0], [0.7, 0.0, 0.0], [1.5, 0.5, 0.2], [0.5, 0.3, 0.5], [0.0, 0.9, -0.8], [-1.6, -1.2, -0.9], [1.6, 0.2, -0.3], [0.1, -0.2, -0.2], [-1.4, -0.3, 0.2], [0.5, -0.1, -0.1], [-1.0, 0.0, 0.4], [-0.4, -0.1, -0.1], [0.1, -0.4, -0.2], [1.2, 0.5, 0.1], [0.1, 0.0, 0.5], [0.1, 0.2, 0.3], [-1.3, 0.1, -0.4], [-0.7, -0.4, 0.8], [0.1, -2.2, 0.0], [0.8, 0.2, 1.2], [0.2, -0.5, -0.4], [1.7, 0.2, 1.4], [-0.2, 0.0, -1.2], [-0.3, 1.4, -0.4], [0.0, 0.1, -0.4], [0.4, 0.3, -0.2], [-0.7, 1.3, 0.8], [0.0, 0.1, -0.1], [-0.8, 0.0, -0.6], [-0.2, 0.0, 0.0], [-0.4, -0.2, -0.1], [-0.9, 0.0, 0.6], [-0.1, 0.1, 0.1], [0.5, -0.6, -0.5], [0.0, 0.0, -0.2], [0.6, -0.7, 0.9], [-0.9, -0.6, -0.2], [1.6, 0.0, -1.4], [-1.0, -0.4, 0.3], [-1.0, 1.2, -0.1], [0.4, 0.7, 1.1], [-0.8, -0.4, -0.8], [-0.5, 0.2, -0.1], [0.2, 0.3, 0.2], [-0.1, 0.0, 0.0], [-0.2, 0.2, 1.0], [-0.3, 0.3, -0.1], [0.1, -0.4, 0.7], [-0.2, -0.8, -0.4], [1.2, -0.1, -0.3], [0.0, 0.1, 0.1], [1.1, 0.4, -0.7], [-0.4, 0.7, -0.3], [-1.1, -0.7, -0.1], [0.6, 0.9, -0.9], [1.0, -1.0, 0.3], [1.3, 0.9, -0.3], [-0.4, -1.1, -0.4], [0.3, 0.2, 0.3], [0.6, -0.2, 0.8], [0.3, 0.0, 0.2], [-0.1, 0.2, -0.2], [-0.4, 0.2, 0.5], [-0.4, 0.5, 0.0], [-0.5, 0.5, 0.1], [-0.5, -0.8, 0.3], [-0.4, -0.6, -0.5], [0.1, 0.5, -0.3], [0.0, -0.1, 0.5], [1.4, 1.3, -0.7], [-1.9, -1.1, 0.3], [-1.9, -0.3, 1.2], [0.8, 0.9, -0.1], [-0.9, 1.3, 1.1], [1.8, 2.7, -0.9], [-1.3, -1.1, -0.4], [0.7, -1.3, 0.5], [0.2, 0.1, -0.5], [-0.1, 0.2, 0.3], [0.1, 0.1, -0.9], [0.9, 0.5, 0.2], [0.7, -0.6, -0.7], [0.2, -1.0, 0.3], [-0.2, -0.3, -0.7], [0.9, -1.1, -0.1], [-1.0, -0.4, 1.1]]}